The following is a quantum chemistry calculation of a cluster of 18 separate species, C60H168N12O24 in total at a distorted geometry, from OMol25.

Geometry as XYZ:
```
264
Properties=species:S:1:pos:R:3:forces:R:3
C -1.052 -4.599 -4.118 0.4 -2.2 -1.7
C -1.625 -5.926 -3.577 1.3 1.2 0.4
O -2.900 -6.264 -4.075 0.3 -0.3 -0.3
O -0.837 -4.955 -5.576 0.3 1.6 1.1
H -0.101 -4.459 -3.590 -0.2 0.2 -0.4
H -1.645 -3.711 -4.110 -0.6 0.2 0.4
H -1.627 -5.883 -2.469 -0.5 -0.1 -0.6
H -0.807 -6.619 -3.868 -0.8 -0.2 0.1
H -2.821 -6.359 -5.039 0.1 0.2 0.4
H -0.574 -4.120 -6.032 -0.3 -1.0 0.5
C 0.202 7.544 3.236 1.4 -0.5 1.2
C -0.058 6.237 4.031 -0.7 1.1 -2.3
O -0.016 5.075 3.184 0.1 0.7 0.6
O 1.599 7.743 2.909 -0.5 -0.7 1.0
H -0.061 8.387 3.873 -0.4 0.0 0.0
H -0.386 7.494 2.358 -0.6 0.4 -0.9
H -1.084 6.388 4.365 -0.1 -0.4 0.5
H 0.637 6.193 4.823 0.7 -0.4 1.1
H 0.867 4.676 3.344 0.3 -0.2 -0.3
H 1.681 7.889 1.981 0.0 0.1 -0.9
C -4.685 -0.062 1.972 -0.3 -1.3 -2.5
C -6.197 -0.345 1.779 0.5 1.7 -0.4
O -6.427 -1.418 0.892 -0.6 -0.5 1.1
O -4.155 0.599 0.739 0.2 -0.2 1.9
H -4.270 -1.105 1.970 0.1 0.9 0.5
H -4.437 0.513 2.846 0.0 0.2 0.4
H -6.695 0.598 1.453 0.3 -0.5 -0.3
H -6.701 -0.520 2.735 0.3 -0.6 -0.1
H -6.029 -1.306 0.031 0.4 0.8 -0.5
H -3.235 0.900 0.972 -0.8 -0.3 -0.4
C -7.141 3.964 -1.060 0.6 1.3 -0.6
C -7.421 2.590 -0.647 -1.4 -2.8 0.7
O -7.473 1.654 -1.759 -0.2 1.0 0.5
O -5.832 4.026 -1.624 0.5 -0.2 -0.1
H -7.163 4.743 -0.286 -0.5 -0.6 0.3
H -7.802 4.251 -1.861 -0.8 0.1 -0.2
H -8.400 2.458 -0.096 0.7 0.7 -0.7
H -6.713 2.204 0.078 0.6 0.2 0.1
H -6.672 1.113 -1.771 0.2 0.0 0.1
H -5.818 4.848 -2.108 0.3 0.3 -0.3
C -0.239 4.668 -0.715 0.2 -0.1 1.1
C -1.553 5.115 -0.106 0.7 0.7 -0.6
O -1.362 6.193 0.863 -0.4 -0.8 -1.3
O 0.593 4.106 0.267 0.9 -1.1 0.5
H 0.279 5.541 -1.097 -0.1 0.3 -0.6
H -0.380 3.895 -1.492 -0.1 0.4 0.2
H -2.124 4.227 0.239 0.1 0.9 0.0
H -1.953 5.612 -0.986 -1.2 0.0 0.2
H -1.097 5.839 1.710 0.2 -0.7 0.4
H 0.652 4.657 1.059 -0.3 0.2 -0.1
C -6.855 -1.547 -2.522 1.5 0.2 0.7
C -6.471 -1.974 -3.937 0.9 -0.6 0.2
O -5.088 -2.360 -3.895 0.2 -0.3 0.1
O -5.796 -0.635 -1.992 -1.1 -0.9 -0.4
H -6.802 -2.465 -1.890 -0.6 0.6 -0.2
H -7.786 -0.971 -2.426 0.2 -0.5 0.0
H -6.591 -1.142 -4.636 0.1 -0.2 0.0
H -6.959 -2.890 -4.303 -0.8 0.6 0.2
H -5.048 -3.322 -3.630 -0.2 0.7 -0.2
H -4.940 -0.986 -2.303 -0.2 0.1 -0.1
C 3.191 -1.197 10.971 -0.3 -0.6 -1.1
C 2.303 -1.416 9.707 0.0 -2.0 0.0
C 3.254 -1.974 8.604 0.6 2.2 0.5
O 2.747 -1.985 7.265 0.2 -0.8 1.6
C 3.731 -2.583 6.433 -0.6 1.7 -1.3
N 1.245 -2.448 9.967 0.6 0.1 -0.1
H 3.758 -2.103 11.295 -0.7 0.5 -0.3
H 2.628 -0.779 11.784 -0.4 -0.1 0.5
H 3.909 -0.460 10.675 0.7 0.5 0.0
H 1.779 -0.489 9.439 0.4 -0.2 -0.1
H 3.657 -2.929 8.982 -0.4 -0.2 -0.5
H 4.133 -1.290 8.596 -0.2 -0.3 -0.1
H 3.336 -2.324 5.413 0.6 -0.9 0.6
H 3.829 -3.660 6.613 0.2 0.2 -0.1
H 4.685 -2.006 6.543 -0.4 -0.8 0.0
H 0.821 -2.697 9.062 0.2 0.2 0.5
H 1.748 -3.295 10.277 -0.5 0.5 -0.2
C -0.857 5.866 -4.644 0.1 -1.6 -0.3
C 0.185 4.778 -5.055 0.8 1.6 1.0
C 0.462 4.790 -6.532 -0.4 0.4 1.3
O -0.682 4.526 -7.249 -0.8 -0.9 -1.4
C -0.841 3.147 -7.546 -1.7 -0.1 -0.5
N 1.532 5.011 -4.416 -0.9 -0.5 -0.6
H -0.938 5.749 -3.575 -0.2 0.7 0.6
H -1.814 5.578 -5.051 -0.5 -0.1 -0.2
H -0.710 6.895 -5.005 0.6 -0.4 0.3
H -0.102 3.765 -4.790 -0.5 0.0 0.3
H 1.169 4.013 -6.593 1.4 -0.6 -1.1
H 0.807 5.776 -6.786 0.6 0.3 -0.5
H -1.921 3.016 -7.763 0.4 0.0 0.4
H -0.382 2.738 -8.465 0.6 0.7 0.3
H -0.585 2.512 -6.701 0.1 0.0 0.1
H 1.660 5.996 -4.500 0.6 0.9 -0.1
H 1.537 4.846 -3.422 -0.3 -0.3 0.3
C 4.783 3.823 2.138 -0.8 0.5 -0.1
C 3.286 3.533 2.228 -1.6 1.2 0.4
C 2.807 2.113 2.393 1.1 -0.3 -0.9
O 3.284 1.549 3.586 -0.3 0.5 0.3
C 3.812 0.278 3.383 1.1 -0.1 -0.6
N 2.683 4.328 3.373 0.7 0.4 -0.7
H 4.768 4.895 1.874 0.6 -0.3 0.1
H 5.289 3.281 1.336 0.0 -0.1 0.2
H 5.258 3.702 3.115 0.1 -0.2 -0.2
H 2.782 3.952 1.305 0.6 -0.7 0.8
H 3.304 1.558 1.588 -0.4 0.0 -0.4
H 1.724 2.001 2.313 -0.1 0.2 0.0
H 3.112 -0.471 3.037 -0.7 -0.1 -0.2
H 4.158 -0.033 4.359 0.5 -0.3 0.1
H 4.617 0.309 2.586 -0.4 -0.1 1.0
H 3.080 5.266 3.281 -0.5 0.1 -0.1
H 3.103 4.037 4.246 0.0 -0.6 0.2
C 5.485 -1.041 -1.056 1.5 -0.3 0.2
C 6.199 0.151 -1.710 0.6 -0.7 -0.7
C 5.296 1.088 -2.457 -0.5 0.8 0.5
O 4.265 1.569 -1.588 0.9 -0.3 0.7
C 3.381 2.373 -2.270 -1.3 0.4 -0.7
N 7.004 0.905 -0.751 0.2 -0.3 1.1
H 6.283 -1.727 -0.694 -0.5 0.3 -0.2
H 4.843 -1.635 -1.698 -0.3 0.2 -0.2
H 5.007 -0.684 -0.160 -0.6 0.0 0.2
H 6.901 -0.257 -2.482 -0.4 0.3 0.5
H 4.825 0.608 -3.303 -0.2 -0.4 -0.4
H 5.850 1.962 -2.822 0.2 -0.2 0.0
H 2.946 1.796 -3.078 -0.1 -0.1 -0.6
H 3.792 3.293 -2.719 0.2 -0.2 0.3
H 2.514 2.624 -1.653 0.4 0.2 0.3
H 7.496 0.238 -0.127 -0.3 0.5 -0.6
H 6.380 1.397 -0.100 0.1 -0.1 -0.5
C 6.931 -2.992 4.166 0.7 -1.4 0.1
C 6.645 -3.189 2.695 -0.2 0.7 -0.6
C 5.159 -3.122 2.361 0.9 -0.6 1.5
O 4.565 -4.319 2.843 -1.1 0.3 -0.8
C 3.139 -4.238 2.717 -0.3 0.3 0.3
N 7.264 -2.080 1.893 -1.3 -1.2 -0.7
H 6.674 -3.862 4.800 -0.3 0.4 -0.5
H 6.451 -2.118 4.559 -0.2 0.6 0.2
H 8.011 -2.931 4.253 0.3 0.4 0.3
H 6.972 -4.173 2.329 0.2 0.2 0.3
H 5.148 -2.988 1.286 -0.9 0.0 -0.4
H 4.716 -2.322 2.960 -0.1 0.6 -0.6
H 2.620 -3.589 3.456 0.8 0.2 -0.3
H 2.725 -5.202 2.976 0.0 -0.5 -0.4
H 2.788 -3.900 1.709 0.5 -0.4 0.6
H 8.060 -1.679 2.293 1.3 0.5 1.2
H 7.602 -2.460 1.014 -0.3 0.0 0.0
C -4.738 5.060 1.424 0.4 1.7 0.7
C -4.656 4.262 2.728 0.5 0.3 0.7
C -3.263 3.663 2.859 0.7 0.2 -0.8
O -3.129 2.857 4.000 -0.1 -0.3 0.3
C -1.789 2.524 4.260 0.4 -2.2 0.3
N -4.966 5.040 3.924 -1.5 -1.0 -0.3
H -4.663 4.393 0.576 0.0 0.0 -0.3
H -3.938 5.868 1.361 -0.5 -1.2 0.1
H -5.658 5.675 1.375 0.1 -0.7 0.0
H -5.390 3.445 2.706 0.1 0.0 -0.1
H -2.466 4.449 2.908 -0.7 -0.2 -0.2
H -3.082 3.055 1.963 0.3 -0.1 -0.1
H -1.207 2.116 3.401 -0.7 0.3 0.1
H -1.748 1.712 5.028 -0.4 0.6 -0.6
H -1.199 3.314 4.644 0.3 1.3 0.4
H -4.896 4.442 4.742 0.2 0.4 -0.1
H -4.453 5.878 4.011 0.8 0.8 0.2
C -1.526 -1.165 3.468 -1.0 -0.1 0.3
C -0.149 -1.764 3.287 0.2 0.0 1.0
C 0.684 -1.106 4.378 1.3 -2.1 0.4
O 0.545 0.265 4.354 0.2 0.9 0.3
C 1.066 0.850 5.534 -0.1 0.4 0.5
N 0.051 -3.224 3.371 0.1 0.6 -0.7
H -2.244 -1.489 2.747 -0.4 -0.4 -0.7
H -1.465 -0.084 3.382 0.0 0.0 -0.1
H -2.024 -1.370 4.444 0.8 -0.1 -0.3
H 0.314 -1.476 2.354 -0.2 0.2 -0.5
H 1.753 -1.424 4.228 -0.6 0.4 0.2
H 0.396 -1.572 5.354 0.0 0.5 -0.3
H 2.059 0.502 5.757 0.5 -0.7 0.0
H 0.433 0.596 6.421 0.2 0.4 -0.6
H 1.249 1.928 5.394 -0.8 -0.3 -0.1
H -0.429 -3.643 4.135 -0.5 -0.2 0.8
H -0.282 -3.694 2.538 0.0 0.1 -0.1
C -3.180 2.941 -4.267 0.9 0.7 -0.2
C -3.377 1.818 -3.271 0.2 0.0 -0.3
C -2.355 0.723 -3.525 -1.4 1.0 -1.5
O -2.703 -0.361 -2.783 -0.7 -0.9 1.5
C -2.044 -1.518 -3.201 0.0 -0.2 0.6
N -3.199 2.323 -1.911 -1.4 1.1 1.3
H -2.804 2.640 -5.248 0.0 -0.4 0.1
H -2.448 3.672 -3.890 -0.1 -0.3 0.1
H -4.057 3.513 -4.499 -0.8 0.2 0.2
H -4.357 1.361 -3.424 -0.2 0.0 0.0
H -1.382 1.121 -3.371 1.4 0.2 0.7
H -2.372 0.435 -4.579 -0.2 0.1 -0.4
H -2.372 -1.777 -4.193 0.0 -0.1 -0.7
H -2.312 -2.345 -2.539 0.0 0.1 0.1
H -0.983 -1.331 -3.153 0.6 -0.4 -0.2
H -3.422 1.580 -1.217 -0.1 0.6 -0.8
H -3.907 3.121 -1.712 1.4 -1.9 -0.5
C -1.228 -0.868 -0.042 0.5 -1.4 0.1
C -0.386 0.350 0.285 -1.2 -0.6 -0.6
C 0.591 0.745 -0.795 0.6 -2.1 -0.5
O 1.402 -0.379 -1.197 0.5 0.5 0.2
C 2.101 -0.969 -0.118 0.2 -1.9 -1.0
N -1.228 1.482 0.538 -1.1 0.3 -0.1
H -1.963 -0.773 -0.834 -0.4 0.7 0.4
H -1.655 -1.317 0.893 0.2 0.6 -1.0
H -0.571 -1.617 -0.494 0.2 -0.3 0.3
H 0.080 0.107 1.226 0.7 0.2 0.2
H 1.283 1.477 -0.445 0.2 1.1 0.3
H 0.092 1.044 -1.727 -0.1 0.2 0.4
H 1.384 -1.469 0.517 -0.2 -0.4 0.4
H 2.720 -0.381 0.553 0.1 0.9 -0.4
H 2.747 -1.766 -0.583 -0.5 0.8 0.5
H -1.546 1.871 -0.364 0.1 0.0 0.5
H -0.604 2.129 0.960 0.1 1.4 0.4
C -5.516 -6.985 -1.299 0.6 0.0 0.2
C -5.665 -5.494 -1.647 -1.6 -0.3 -0.5
C -4.805 -4.554 -0.785 -1.7 -1.2 -0.9
O -3.456 -4.732 -1.110 0.9 0.7 1.6
C -2.683 -4.158 -0.030 -0.7 -0.2 0.4
N -5.449 -5.233 -3.107 -0.8 0.2 0.1
H -4.517 -7.423 -1.539 -0.8 0.4 -0.1
H -6.337 -7.508 -1.788 0.3 -0.3 -0.2
H -5.674 -7.146 -0.230 0.0 0.1 0.1
H -6.777 -5.308 -1.376 1.7 0.3 -0.5
H -5.055 -4.869 0.245 0.4 0.5 -0.1
H -5.167 -3.542 -0.987 0.4 0.2 0.3
H -1.633 -4.278 -0.224 0.4 -0.1 -0.3
H -2.928 -4.607 0.961 0.1 -0.3 -0.7
H -2.895 -3.099 0.144 -0.1 0.1 -0.5
H -4.584 -5.681 -3.390 0.1 0.0 -0.1
H -6.195 -5.574 -3.753 0.7 0.2 1.2
C 3.981 -5.748 -4.041 0.4 -0.8 0.9
C 4.333 -4.854 -2.852 0.1 1.1 0.5
C 3.356 -5.010 -1.654 1.1 -0.3 -1.9
O 2.040 -4.838 -2.157 0.1 0.0 1.2
C 1.167 -4.503 -1.100 -1.0 1.1 -0.3
N 5.659 -5.095 -2.192 -0.5 0.3 -1.4
H 4.324 -6.713 -3.669 -0.3 -0.6 -0.4
H 4.513 -5.566 -4.958 0.5 0.4 -0.2
H 2.928 -5.824 -4.314 -0.1 0.2 0.4
H 4.340 -3.786 -3.188 -0.2 -0.6 0.5
H 3.717 -4.244 -0.964 -0.7 0.1 0.3
H 3.531 -6.002 -1.181 -0.4 0.4 -0.2
H 0.665 -5.334 -0.631 0.0 -0.8 0.0
H 0.361 -3.824 -1.472 0.6 -0.4 0.1
H 1.702 -3.974 -0.319 0.1 0.2 0.2
H 6.402 -4.820 -2.840 -0.2 -0.2 0.3
H 5.730 -6.098 -2.088 0.3 -0.3 0.1
C 2.206 -2.525 -5.828 -0.9 0.4 -1.6
C 2.176 -1.670 -4.598 0.0 -0.6 0.8
C 1.728 -0.255 -4.882 0.3 0.2 1.0
O 2.734 0.322 -5.642 0.6 1.6 -1.7
C 2.264 1.518 -6.321 -0.3 -1.3 0.9
N 1.294 -2.289 -3.602 -0.1 0.7 0.3
H 3.059 -2.300 -6.498 -0.4 -0.1 0.4
H 1.253 -2.331 -6.416 1.0 -0.5 0.5
H 2.242 -3.568 -5.541 0.0 -0.3 -0.1
H 3.208 -1.580 -4.260 0.3 0.0 0.4
H 1.631 0.341 -3.949 -0.4 -0.5 -0.1
H 0.804 -0.236 -5.437 -0.8 -0.1 -0.1
H 2.109 2.315 -5.605 -0.1 0.3 0.4
H 1.318 1.287 -6.813 -0.1 0.0 -0.1
H 2.950 1.866 -7.061 0.8 -0.1 -0.3
H 1.536 -3.243 -3.311 0.4 0.7 -0.4
H 1.275 -1.678 -2.777 0.0 -0.4 -0.2
```
Forces are in eV/Å.

calculated total energy	-131955.853	eV
molar mass	1442.1	g mol⁻¹
energy above the lowest of the compared OMol25 structures with the same formula, charge and spin	30.3	kJ/mol
LUMO level	0.493	eV
gap between HOMO and LUMO	9.11	eV
charge	0
HOMO	-8.6	eV
strongest force on any atom	3.178	eV/A

The following is a quantum chemistry calculation of a structure of composition C3H6N2S3 at a distorted geometry, from OMol25.

Geometry as XYZ:
```
14
Properties=species:S:1:pos:R:3:forces:R:3
C -0.424 2.032 -0.172 -3.0 2.4 2.6
C 1.049 -0.153 -0.012 2.0 -3.2 0.1
C -1.806 -0.402 -0.873 -1.1 -1.2 -2.8
H -0.742 3.383 -0.146 1.6 -4.4 -0.7
H -1.123 1.354 -1.058 2.3 2.6 3.1
H -0.697 1.879 1.119 -0.2 0.0 -4.2
H -2.049 -0.531 -1.981 1.2 0.4 1.3
H -1.798 -0.386 1.762 -3.8 0.6 -3.6
H -3.709 -0.287 1.686 2.5 0.6 -2.3
N -2.904 -0.063 -0.283 2.2 -1.9 2.9
N -2.799 -0.174 1.073 0.0 -0.1 4.8
S 1.324 1.473 -0.026 -1.6 2.0 -1.0
S 2.549 -0.933 0.237 -1.5 0.1 -0.1
S -0.302 -1.329 -0.246 -0.6 2.2 -0.2
```
Forces are in eV/Å.

calculated total energy	-38687.648	eV
molar mass	166.3	g mol⁻¹
energy above the lowest of the compared OMol25 structures with the same formula, charge and spin	666.0	kJ/mol
LUMO level	-0.364	eV
gap between HOMO and LUMO	8.09	eV
charge	0
HOMO	-8.5	eV
strongest force on any atom	5.228	eV/A

The following is a quantum chemistry calculation of the ion C6H11ClN3 with charge +1 at a distorted geometry, from OMol25.

Geometry as XYZ:
```
21
Properties=species:S:1:pos:R:3:forces:R:3
C 1.879 -0.830 1.333 -2.4 0.4 -0.1
C -1.291 -1.200 -0.536 0.2 3.0 0.9
C -1.645 -1.429 0.953 1.4 -1.1 -0.8
C -0.261 -0.151 -0.721 1.4 0.7 0.1
C -0.599 2.280 -1.453 0.6 -1.3 -2.0
C -0.270 1.294 -0.305 2.2 0.4 -0.5
N 0.698 -1.043 1.203 -0.1 0.1 -0.8
N -0.406 -1.369 1.675 0.1 -0.7 2.7
N 3.138 -0.687 1.202 1.1 1.5 0.5
Cl 1.015 -0.486 -1.786 -0.3 -0.1 -0.4
H -0.925 -2.016 -1.029 0.4 -2.4 -1.2
H -2.116 -0.720 -1.039 -0.9 -0.1 -0.4
H -2.304 -0.651 1.294 -0.5 0.1 0.3
H -2.051 -2.479 1.128 0.1 1.6 -0.4
H -1.301 1.814 -2.228 1.0 0.9 1.0
H 0.344 2.672 -1.907 -0.8 -0.8 -0.1
H -1.026 3.142 -1.030 -1.0 1.0 0.6
H -0.989 1.464 0.440 -0.8 -0.1 1.4
H 0.807 1.663 0.029 -2.2 -1.3 -0.2
H 3.593 0.222 1.424 -0.5 -0.9 -0.3
H 3.708 -1.486 1.354 0.8 -0.8 -0.2
```
Forces are in eV/Å.

calculated total energy	-23381.157	eV
molar mass	160.6	g mol⁻¹
energy above the lowest of the compared OMol25 structures with the same formula, charge and spin	480.0	kJ/mol
LUMO level (spin up / spin down)	-5.568 / -5.566	eV
gap between HOMO and LUMO (spin up / spin down)	6.39 / 6.39	eV
charge	+1
HOMO (spin up / spin down)	-12.0 / -12.0	eV
strongest force on any atom	3.121	eV/A